(1)
This record from the Open Molecules 2025 dataset describes a single C3H2N2O2 molecule in a non-equilibrium geometry. The level of theory is ωB97M-V with the def2-TZVPD basis set.

Geometry as XYZ:
```
9
Properties=species:S:1:pos:R:3:lowdin_charge:R:1
C -1.2042 -0.2249 -0.1293 -0.403
C -0.3526 0.9611 0.0738 -0.146
C 1.3648 -0.3559 -0.2534 -0.150
H -0.8067 1.8687 0.3666 0.128
H 2.3976 -0.1418 -0.1583 0.111
N 0.8008 0.9652 0.1080 0.127
N 0.7637 -1.4218 -0.1340 0.096
O -2.3494 -0.1660 -0.2092 0.205
O -0.6140 -1.4846 0.3358 0.031
```

Output
**HOMO energy**: -10.120 eV
**Maximum force**: 11.02 eV/Å
**SMILES**: O=c1cncno1
**ΔE to the lowest compared entry with this formula, charge and spin**: 4.001 eV
**E_LUMO**: -0.40 eV



(2)
This record from the Open Molecules 2025 dataset describes C14H23N4O3PPdSTe as an isolated structure in a non-equilibrium geometry. The level of theory is ωB97M-V with the def2-TZVPD basis set.

Geometry as XYZ:
```
48
Properties=species:S:1:pos:R:3:lowdin_charge:R:1
Pd 0.7079 0.0034 -0.5266 0.337
C 0.3085 -5.0622 -3.0571 -0.090
C -1.0755 -4.4524 -2.8780 -0.247
N -1.0757 -3.0011 -2.9679 -0.030
C -0.6075 -2.2071 -1.9831 -0.801
S -0.5535 -0.4956 -2.3416 0.583
N -0.2652 -2.7639 -0.8477 0.012
N 0.1191 -1.8309 0.0774 -0.104
C 0.6145 -2.2330 1.1956 -0.258
C 0.8820 -3.6684 1.5117 -0.014
C 0.9144 -1.1766 2.1844 -0.237
C 1.3544 -1.4724 3.4668 -0.003
C 1.5972 -0.4274 4.3457 -0.047
C 1.3880 0.8725 3.9252 -0.044
C 0.9392 1.0811 2.6284 -0.128
N 0.6996 0.0884 1.7885 0.036
H 0.2487 -6.1515 -3.0460 0.071
H 0.9705 -4.7427 -2.2529 0.053
H 0.7479 -4.7544 -4.0072 0.073
H -1.4874 -4.7260 -1.9072 0.107
H -1.7600 -4.8223 -3.6422 0.112
H -1.1604 -2.5730 -3.8738 0.112
H 0.7632 -4.2716 0.6184 0.063
H 0.2011 -4.0425 2.2794 0.094
H 1.9013 -3.7656 1.8880 0.091
H 1.5154 -2.4957 3.7715 0.109
H 1.9509 -0.6311 5.3479 0.111
H 1.5700 1.7142 4.5780 0.107
H 0.7709 2.0791 2.2415 0.089
C 3.2538 -2.3918 -2.6160 -0.075
C 4.2861 -1.3486 -2.2504 -0.271
O 3.6355 -0.0689 -2.1006 -0.324
P 3.4716 0.5336 -0.6233 0.085
O 3.1124 -0.5031 0.3778 -0.349
Te 1.8607 2.2871 -0.9882 0.566
O 4.9203 1.1109 -0.2541 -0.273
C 5.5481 2.0881 -1.0970 -0.308
C 6.7193 2.6763 -0.3447 -0.073
H 3.7171 -3.3795 -2.6665 0.080
H 2.7984 -2.1661 -3.5805 0.082
H 2.4658 -2.4157 -1.8616 0.054
H 5.0308 -1.2201 -3.0366 0.118
H 4.8004 -1.6198 -1.3263 0.111
H 4.8192 2.8609 -1.3587 0.070
H 5.8669 1.6037 -2.0228 0.116
H 6.3806 3.3511 0.4406 0.078
H 7.3639 3.2317 -1.0265 0.077
H 7.3066 1.8808 0.1136 0.079
```

Output
**HOMO energy**: -7.514 eV
**Maximum force**: 1.73 eV/Å
**ΔE to the lowest compared entry with this formula, charge and spin**: 0.168 eV
**E_LUMO**: -0.34 eV



(3)
This record from the Open Molecules 2025 dataset describes C39H51LaN9O4SSi as an isolated structure in a non-equilibrium geometry. The level of theory is ωB97M-V with the def2-TZVPD basis set.

Geometry as XYZ:
```
106
Properties=species:S:1:pos:R:3:lowdin_charge:R:1
La -0.2124 -0.9869 0.2646 2.014
C -2.3351 -5.2634 -0.5574 -0.053
O -3.4498 -4.8437 0.3322 -0.133
C -3.0563 -4.4944 1.6543 -0.190
C -3.4451 -5.3355 2.7249 -0.041
C -3.1365 -5.0152 4.0035 -0.138
C -2.4414 -3.8347 4.2399 -0.075
C -1.9871 -3.0431 3.2023 -0.134
C -1.4454 -1.7092 3.5144 -0.072
N -1.0388 -0.7641 2.7393 -0.112
N -1.0150 0.4470 3.3448 0.046
C -0.6504 1.3745 2.4707 -0.530
O -0.5964 1.2918 1.2080 -0.199
C -0.4803 2.7050 3.0832 -0.169
C 0.0326 2.8388 4.3611 -0.037
C 0.2930 4.1186 4.8279 -0.111
C -0.0581 5.2590 4.1596 -0.104
C -0.6413 5.0865 2.9135 -0.106
C -0.8463 3.8589 2.3952 -0.039
C -2.2884 -3.3366 1.8320 -0.345
O -1.9262 -2.5581 0.8882 -0.273
H -2.7430 -5.2663 -1.5576 0.072
H -1.9333 -6.3339 -0.4201 0.103
H -1.4756 -4.5792 -0.4888 0.043
H -4.0790 -6.2450 2.5563 0.126
H -3.3713 -5.7027 4.8543 0.107
H -2.1281 -3.5261 5.2069 0.092
H -1.7047 -1.3745 4.5235 0.114
H 0.3336 1.9497 4.8736 0.105
H 0.7405 4.2310 5.8257 0.104
H 0.1648 6.2555 4.5607 0.105
H -0.9691 5.9554 2.3713 0.096
H -1.1779 3.6686 1.3765 0.094
C -3.3492 -1.2559 -1.4787 -0.040
N -2.9686 -0.1104 -0.6448 -0.180
C -3.9001 0.1930 0.4232 -0.060
C -2.3102 0.9247 -1.2991 -0.427
N -1.1238 0.5882 -1.7157 0.063
C -0.4817 1.0520 -2.9109 -0.197
C -1.2536 1.4566 -3.9457 -0.070
C -0.8295 1.5259 -5.2466 -0.115
C 0.4485 1.2195 -5.5221 -0.046
C 1.4029 0.9159 -4.4519 -0.148
C 2.7656 0.6397 -4.7604 -0.033
C 3.6013 0.1022 -3.7602 -0.059
C 3.1900 0.1925 -2.4252 -0.026
C 1.9097 0.6248 -2.1244 -0.244
N 1.7047 0.8491 -0.7615 0.081
C 2.3027 1.8481 -0.2141 -0.360
N 2.7315 2.9354 -0.9857 -0.184
C 4.0857 3.4269 -1.0848 -0.076
C 1.8112 3.5855 -1.9121 -0.046
N 2.6495 1.8783 1.1109 -0.104
C 2.7353 0.7266 1.9980 -0.040
C 2.8553 3.1702 1.7845 -0.031
C 0.9246 0.8094 -3.1139 -0.080
N -2.8179 2.1869 -1.4153 -0.146
C -4.2003 2.3787 -1.7495 -0.054
C -2.0109 3.4063 -1.3258 -0.035
H -4.3637 -1.1492 -1.8147 0.074
H -3.2683 -2.1336 -0.7845 0.090
H -2.7389 -1.3799 -2.3748 0.063
H -4.9243 0.2212 0.0922 0.072
H -3.7603 1.1993 0.8579 0.100
H -3.8392 -0.5299 1.2570 0.098
H -2.3014 1.6292 -3.8269 0.105
H -1.6274 1.7171 -5.9881 0.118
H 0.7122 1.2102 -6.5985 0.114
H 3.0473 0.7370 -5.7847 0.091
H 4.5755 -0.1623 -4.0804 0.084
H 3.8758 -0.2218 -1.6516 0.134
H 4.7091 2.9404 -0.3093 0.096
H 4.1827 4.5082 -0.8315 0.089
H 4.3907 3.1312 -2.0848 0.083
H 0.8679 3.0442 -1.8507 0.058
H 2.1135 3.5128 -3.0127 0.113
H 1.7298 4.6726 -1.6518 0.096
H 1.8220 0.6739 2.6371 0.091
H 3.6563 0.6321 2.6171 0.102
H 2.8279 -0.1231 1.3442 0.041
H 2.9638 3.9524 1.0747 0.057
H 3.7847 3.1354 2.3478 0.082
H 2.0809 3.4182 2.5604 0.088
H -4.4831 1.4651 -2.2045 0.086
H -4.2255 3.0200 -2.5969 0.079
H -4.7698 2.7917 -0.9311 0.092
H -1.0473 3.2117 -0.7681 0.089
H -2.6756 4.1426 -0.8492 0.094
H -1.7192 3.7881 -2.2891 0.071
S -0.7971 -2.4541 -4.4938 0.437
C -0.2780 -2.5564 -2.9227 -0.960
N -0.0116 -2.5952 -1.7823 -0.062
C 1.3605 -4.8097 0.9896 -0.171
Si 2.4974 -3.3867 0.5737 0.265
C 4.1118 -3.5839 1.6523 -0.190
C 3.0286 -3.8111 -1.2040 -0.187
O 1.7661 -1.9508 0.8560 -0.612
H 0.4378 -4.6159 0.4780 -0.012
H 1.2228 -4.9623 2.0628 0.033
H 1.7140 -5.7478 0.5878 0.024
H 4.6498 -4.5579 1.4627 0.028
H 3.9381 -3.5691 2.7620 0.024
H 4.7673 -2.7801 1.4290 -0.021
H 3.8491 -4.5466 -1.2261 0.020
H 3.2511 -2.9399 -1.8137 -0.004
H 2.0912 -4.2852 -1.6687 0.037
```

Output
**HOMO energy**: -4.814 eV
**Maximum force**: 2.94 eV/Å
**ΔE to the lowest compared entry with this formula, charge and spin**: 0.205 eV
**Total charge**: -1
**E_LUMO**: 2.18 eV



Look up the HOMO energy of the third one.
-4.814 eV



Which value of ΔE to the lowest compared entry with this formula, charge and spin does entry 1 give?
4.001 eV